(1)
Formula: H80O40
Source: OMol25
Level of theory: the ωB97M-V functional and the def2-TZVPD basis

Element x y z (Å)
1 H 1.1485 7.0819 -0.6517
2 H 0.2051 6.3684 -1.4649
3 O 1.1004 6.6845 -1.5287
4 H -0.6618 -4.9444 3.3113
5 H 0.6592 -5.7942 3.3910
6 O -0.1715 -5.5945 3.8329
7 H -3.9191 3.1198 1.7619
8 H -2.8872 1.9742 1.5814
9 O -3.4993 2.5501 1.1100
10 H 1.5870 0.4988 0.4585
11 H 0.8669 -0.4412 1.6057
12 O 1.6443 -0.1421 1.1629
13 H 0.0429 0.8313 -5.9450
14 H 1.2196 1.8282 -6.2726
15 O 0.8379 0.9775 -6.4967
16 H 1.9356 -0.3999 4.2701
17 O 1.0609 -0.3890 3.8536
18 H 0.0775 -3.9619 4.6885
19 O 0.1877 -2.9940 4.6078
20 H 5.8517 -0.4595 -2.1152
21 H 5.2733 0.0920 -0.9664
22 O 5.2172 -0.7503 -1.4375
23 H -0.9183 0.3139 -4.6306
24 H -0.4880 1.6157 -3.9539
25 O -1.0683 1.2673 -4.6606
26 H 3.1419 4.5559 -1.1555
27 H 3.9088 3.8730 -0.1358
28 O 3.8042 3.8489 -1.0993
29 H -2.4482 -0.4280 1.6407
30 H -1.1328 -0.6696 2.6124
31 O -1.8202 -0.1046 2.2500
32 H -4.1183 -0.4063 -1.1047
33 O -3.1754 -0.4734 -1.2077
34 H 2.9736 2.1970 2.6164
35 H 3.4177 1.0895 1.8725
36 O 3.5997 1.4713 2.7592
37 H -0.5525 5.2675 1.2209
38 H 0.3901 6.3996 1.5180
39 O -0.0072 5.9266 0.7765
40 H -0.3168 5.2222 -1.3930
41 H -1.0887 5.4343 -2.5973
42 O -0.8461 4.6876 -2.0291
43 H -4.2137 -2.9725 3.6058
44 H -5.0807 -2.1463 2.9425
45 O -4.6852 -3.0259 2.7695
46 H -3.2933 -0.9950 -4.6017
47 H -4.3872 -0.6668 -3.5461
48 O -3.5836 -1.1715 -3.7068
49 H -1.2422 -2.3600 -3.7235
50 H -0.3723 -2.5300 -2.6077
51 O -0.8235 -1.8022 -3.0512
52 H -1.4075 -0.6479 -0.4554
53 O -0.4685 -0.9284 -0.4168
54 H -6.2248 2.3462 -1.8037
55 H -4.8801 2.3023 -1.3822
56 O -5.7065 1.8342 -1.1666
57 H -3.5575 0.1531 4.6777
58 O -3.6355 -0.4597 5.3874
59 H -0.3499 0.2251 6.2193
60 H -0.4826 -1.3411 5.7227
61 O -0.8912 -0.4981 5.9059
62 H -5.4571 0.8998 2.3295
63 H -5.1301 0.4157 0.9038
64 O -5.4587 0.1296 1.7575
65 H 0.2970 2.7579 -1.6480
66 H 1.0113 1.8589 -0.7309
67 O 0.1350 2.2327 -0.8526
68 H 4.4853 -2.0654 0.3752
69 H 3.8086 -3.5362 0.3593
70 O 3.8811 -2.6830 0.7872
71 H 0.9943 1.7868 -3.0790
72 H 0.8964 3.3815 -3.9972
73 O 1.1775 2.5498 -3.6400
74 H 2.9603 -3.6861 -3.3295
75 H 4.1349 -4.5004 -2.8775
76 O 3.4377 -3.9457 -2.4996
77 H 3.5554 0.6451 -0.3486
78 H 2.9878 1.9649 -0.8564
79 O 3.3853 1.5461 -0.0872
80 H 3.7228 2.1951 -3.1764
81 H 4.8494 2.5549 -2.3506
82 O 4.4271 1.7448 -2.6810
83 H -1.1169 -3.8244 -0.3094
84 H -1.7484 -3.4016 -1.7439
85 O -1.8188 -3.3845 -0.7931
86 H 2.5637 -1.6710 -3.8155
87 H 2.5220 -2.0249 -2.3966
88 O 1.9821 -2.1467 -3.2017
89 H -3.8610 1.1654 -5.1745
90 O -4.0158 1.2826 -4.2295
91 H -1.6642 -3.2234 1.4754
92 H -2.4892 -4.3530 2.0346
93 O -1.6520 -3.8869 2.1721
94 H -0.4008 -1.6035 -1.1266
95 H 1.2544 0.2535 3.1541
96 H -2.7510 -0.4712 5.8070
97 H 1.1400 -2.9065 4.5289
98 H -2.9246 -1.1567 -1.8493
99 H -3.1154 1.3236 -3.8729
100 O -0.2707 -4.3459 -3.7068
101 H 0.6952 -4.4074 -3.6830
102 H -0.5287 -5.2432 -3.9339
103 O 0.0607 2.1746 3.7752
104 H -0.3044 1.2762 3.6533
105 H -0.7918 2.5341 4.0309
106 O 3.4606 -0.2289 5.8194
107 H 4.1099 0.0217 5.1404
108 H 3.7643 -1.1564 5.7646
109 O 0.8007 0.3726 -2.1612
110 H 0.7484 -0.2986 -2.8593
111 H 0.1803 0.0186 -1.4270
112 O -0.3188 3.1881 1.3151
113 H -0.9576 3.4866 0.6594
114 H -0.3189 2.2348 1.2073
115 O 1.0634 -3.2686 0.0362
116 H 0.4362 -2.6648 0.4232
117 H 1.2095 -4.1825 0.2555
118 O 1.6494 -3.0643 2.6614
119 H 2.2600 -2.8162 1.9510
120 H 1.3007 -2.3874 3.2368

Output
Maximum force (eV Å⁻¹): 2.9
Highest occupied orbital energy (eV): -9.90
Net charge: 0
Energy (hartree): -3057.399011
Energy above the lowest of the compared OMol25 structures with the same formula, charge and spin (kcal per mole): 224.9



(2)
Formula: H8IO4
Source: OMol25
Level of theory: the ωB97M-V functional and the def2-TZVPD basis

Element x y z (Å)
1 I -0.2428 -0.4776 -0.1056
2 O -0.0138 -3.0636 2.5974
3 H -0.2538 -3.9546 2.2734
4 H -0.3118 -2.5176 1.9114
5 O 2.5562 1.5814 -0.8726
6 H 2.1532 2.4534 -1.2686
7 H 1.8012 0.8754 -0.6276
8 O -0.0138 2.4984 1.9574
9 H 0.2112 1.6974 1.3124
10 H -0.9048 2.3024 2.4314
11 O -1.7998 -0.2486 -3.5436
12 H -1.7778 -1.2576 -3.3506
13 H -1.4038 0.1114 -2.7146

Output
Maximum force (eV Å⁻¹): 3.4
Highest occupied orbital energy (eV): -4.88
Net charge: -1
Energy (hartree): -603.543446
Energy above the lowest of the compared OMol25 structures with the same formula, charge and spin (kcal per mole): 23.3



Look up the highest occupied orbital energy of the second one.
-4.88 eV



The lowest maximum force belongs to which entry?
H80O40



Among the records above, which one has the highest highest occupied orbital energy?
H8IO4